No. 1
A molecular structure, C3H7NO2. Source: the Open Molecules 2025 dataset; level of theory: ωB97M-V/def2-TZVPD.

Positions of all 13 atoms, in Å:
1 O -0.0703 1.3991 1.3679
2 O -0.7515 0.1128 -1.7316
3 N 1.5290 -0.0468 -1.6323
4 C -0.5962 -0.8692 1.0690
5 C -0.9154 0.5327 1.1585
6 C 0.3047 0.2874 -1.1466
7 H -1.2564 -1.5758 0.5458
8 H -1.9786 0.7322 0.9733
9 H -1.0081 -0.4161 2.2198
10 H 0.3957 0.7885 -0.1623
11 H 1.5897 -0.1256 -2.6349
12 H 0.4467 -1.2011 1.1321
13 H 2.3107 0.3820 -1.1586

Calculated values
- multiplicity = 1
- charge = 0
- HOMO-LUMO gap (eV) = 10.47

---

No. 2
2 unconnected molecules or ions with the total composition C3H7NO2. Source: the Open Molecules 2025 dataset; level of theory: ωB97M-V/def2-TZVPD.

Positions of all 13 atoms, in Å:
1 O 1.8222 0.9887 0.1345
2 O 0.7048 -0.0298 -2.1614
3 N 1.3676 0.0566 0.7668
4 C -0.2937 -0.0738 -1.1740
5 C 0.1991 -0.5382 0.1752
6 C -0.4251 -1.3877 0.9934
7 H -0.0138 -1.5860 1.9787
8 H -1.3602 -1.8713 0.7243
9 H -1.0319 1.6030 1.5893
10 H -0.4670 2.0540 1.4155
11 H 1.3322 0.6475 -1.8726
12 H -1.0595 -0.7697 -1.5282
13 H -0.7747 0.9067 -1.0414

Calculated values
- multiplicity = 1
- charge = 0
- SMILES = C=C(CO)N=O.[H][H]
- HOMO-LUMO gap (eV) = 8.59

---

No. 3
C3H7NO2 in the gas phase. Source: the Open Molecules 2025 dataset; level of theory: ωB97M-V/def2-TZVPD.

Positions of all 13 atoms, in Å:
1 O 1.5521 -0.1732 -2.1763
2 O -1.2527 0.3343 1.0131
3 N -0.5351 0.5381 -1.6194
4 C 0.6962 0.0449 -1.3357
5 C -0.1491 -0.5778 1.0933
6 C 0.9862 -0.1850 0.1591
7 H 1.7307 -0.9833 0.2029
8 H -0.7460 0.8153 -2.5667
9 H -2.0722 -0.1375 1.2107
10 H -1.1691 0.7479 -0.8536
11 H 1.4921 0.7180 0.5202
12 H -0.4725 -1.6001 0.8622
13 H 0.2319 -0.5817 2.1240

Calculated values
- multiplicity = 1
- charge = 0
- SMILES = NC(=O)CCO
- HOMO-LUMO gap (eV) = 10.19

---

No. 4
C3H7NO2 in the gas phase. Source: the Open Molecules 2025 dataset; level of theory: ωB97M-V/def2-TZVPD.

Positions of all 13 atoms, in Å:
1 O -0.0470 -1.5463 0.3423
2 O 0.6442 1.7178 -0.7686
3 N 2.0560 0.0092 -0.2039
4 C -0.2749 -0.1474 0.4761
5 C 0.8495 0.6413 -0.2367
6 C -1.6682 0.3034 0.0074
7 H -0.1560 -0.0047 1.5591
8 H -2.1133 1.0244 0.7006
9 H 2.8999 0.4382 -0.5507
10 H -0.3171 -1.7865 -0.5522
11 H 2.1327 -0.8868 0.2459
12 H -1.6648 0.7978 -0.9751
13 H -2.3411 -0.5604 -0.0441

Calculated values
- multiplicity = 1
- charge = 0
- SMILES = C[C@@H](O)C(N)=O
- HOMO-LUMO gap (eV) = 10.44

---

No. 5
2 unconnected molecules or ions with the total composition C3H7NO2. Source: the Open Molecules 2025 dataset; level of theory: ωB97M-V/def2-TZVPD.

Positions of all 13 atoms, in Å:
1 O -1.5519 0.1854 -0.3801
2 O 1.8556 0.6061 0.5610
3 N -1.6837 -0.4029 1.7243
4 C 1.1813 -0.2459 -0.2430
5 C 0.7678 0.0896 -1.5291
6 C -0.9212 -0.2509 0.6407
7 H -1.2889 -0.7028 2.5932
8 H -0.6972 0.2551 -1.1206
9 H 1.0835 1.0570 -1.9171
10 H 1.3235 -1.2688 0.0676
11 H 0.7127 -0.7029 -2.2684
12 H 1.8642 1.4751 0.1387
13 H -2.6456 -0.0942 1.7328

Calculated values
- multiplicity = 1
- charge = 0
- HOMO-LUMO gap (eV) = 9.32

---

No. 6
3 unconnected molecules or ions with the total composition C3H7NO2. Source: the Open Molecules 2025 dataset; level of theory: ωB97M-V/def2-TZVPD.

Positions of all 13 atoms, in Å:
1 O -0.1651 -1.6959 -0.7625
2 O -0.0780 2.3901 0.0059
3 N -1.7801 1.2911 1.5025
4 C 2.1725 -1.8262 -0.8501
5 C -2.1098 0.2934 0.8752
6 C 0.9525 -1.1519 -0.7147
7 H -1.3650 -0.4869 0.5748
8 H 0.1303 3.2910 -0.2597
9 H 3.1004 -1.2669 -0.9204
10 H -3.1811 0.1919 0.6605
11 H -1.0267 1.9446 1.0271
12 H 1.0141 -0.0871 -0.4448
13 H 2.3359 -2.8873 -0.6938

Calculated values
- multiplicity = 1
- charge = 0
- HOMO-LUMO gap (eV) = 3.34

---

No. 7
C3H7NO2 in the gas phase. Source: the Open Molecules 2025 dataset; level of theory: ωB97M-V/def2-TZVPD.

Positions of all 13 atoms, in Å:
1 O -1.5437 -1.0819 -0.3428
2 O 0.5379 0.5503 -0.5517
3 N 1.0981 -0.4885 0.2194
4 C -1.6057 0.0233 0.3821
5 C -0.6172 1.1358 0.0329
6 C 2.3452 -0.2623 0.1562
7 H 2.7490 0.3749 -0.5911
8 H -0.4661 1.6213 0.9505
9 H -0.6526 -1.2222 -0.4963
10 H -0.9680 1.9427 -0.6064
11 H -1.2465 -0.1323 1.4008
12 H -2.7329 0.4135 0.6270
13 H 2.9434 -0.7062 0.9089

Calculated values
- multiplicity = 1
- charge = 0
- SMILES = C=NOCCO
- HOMO-LUMO gap (eV) = 10.48

---

No. 8
2 unconnected molecules or ions with the total composition C3H7NO2. Source: the Open Molecules 2025 dataset; level of theory: ωB97M-V/def2-TZVPD.

Positions of all 13 atoms, in Å:
1 O 0.1540 0.2388 1.6546
2 O 0.9206 1.5626 -0.0716
3 N -0.3185 -0.1193 -1.8601
4 C -1.2653 -1.5956 0.1639
5 C 0.9500 1.1910 1.0713
6 C -0.4820 -1.2228 -0.9703
7 H 1.7322 1.4786 1.8556
8 H -0.8900 -2.2415 0.8834
9 H -2.0681 -0.9966 0.4938
10 H 0.2309 -0.5164 1.0446
11 H -0.1638 -0.2085 -2.8981
12 H 0.1524 -2.0939 -1.1124
13 H -0.5771 0.7670 -1.4990

Calculated values
- multiplicity = 1
- charge = 0
- SMILES = C=CN.O=CO
- HOMO-LUMO gap (eV) = 9.40

---

No. 9
2 unconnected molecules or ions with the total composition C3H7NO2. Source: the Open Molecules 2025 dataset; level of theory: ωB97M-V/def2-TZVPD.

Positions of all 13 atoms, in Å:
1 O 0.5934 0.6761 -1.0832
2 O 0.6951 -1.0317 0.2706
3 N 2.5176 0.2473 0.1667
4 C -1.7720 0.2161 0.0400
5 C -0.9626 -0.4540 -1.0245
6 C 1.2417 -0.0338 -0.2212
7 H 3.0097 1.0948 -0.0478
8 H 2.8066 -0.2910 0.9680
9 H -0.9863 -1.5473 -0.9495
10 H -2.0651 1.2216 -0.2534
11 H -1.1099 0.2504 0.9024
12 H -1.0193 -0.1341 -2.0431
13 H -2.6540 -0.3593 0.3600

Calculated values
- multiplicity = 1
- charge = 0
- HOMO-LUMO gap (eV) = 10.30

---

No. 10
C3H7NO2 in the gas phase. Source: the Open Molecules 2025 dataset; level of theory: ωB97M-V/def2-TZVPD.

Positions of all 13 atoms, in Å:
1 O 0.8116 0.0892 -0.5433
2 O 0.7687 -0.0331 1.7105
3 N -1.1643 -0.0996 0.6334
4 C -2.1256 -0.0529 -0.4585
5 C 2.2341 0.0876 -0.3662
6 C 0.1858 -0.0132 0.6384
7 H -1.3419 -0.0859 1.6351
8 H 2.6733 0.1764 -1.3570
9 H -2.6644 0.9042 -0.5070
10 H -2.8729 -0.8524 -0.3641
11 H 2.5398 0.9164 0.2746
12 H -1.5971 -0.1968 -1.4080
13 H 2.5530 -0.8400 0.1122

Calculated values
- multiplicity = 1
- charge = 0
- SMILES = CNC(=O)OC
- HOMO-LUMO gap (eV) = 10.54

---

HOMO energy in Ha, matching the order above: -0.35050, -0.34595, -0.35223, -0.35453, -0.30843, -0.29046, -0.35649, -0.31005, -0.35237, -0.35406
Molar mass in g mol⁻¹, matching the order above: 89.1, 89.1, 89.1, 89.1, 89.1, 89.1, 89.1, 89.1, 89.1, 89.1
Relative energy (zero: lowest compared OMol25 entry of this formula, charge and spin) in kcal/mol, matching the order above: 79.29, 116.52, 13.63, 13.15, 85.70, 228.14, 110.44, 70.77, 56.64, 18.85